No. 1
ORCA calculation (wB97M-V/def2-TZVPD) on C4H8N2O in the gas phase.

XYZ file:
```
15
Properties=species:S:1:pos:R:3:forces:R:3
C -1.20955 -1.20896 0.34190 -0.04 0.01 0.05
C -0.21652 -0.11933 0.01549 -0.02 -0.21 0.02
C 1.23507 -0.55039 0.08870 0.04 -0.13 0.05
N 2.14400 0.43563 -0.18563 0.00 -0.02 0.17
O 1.54697 -1.68756 0.39282 -0.10 0.33 -0.22
C -0.66501 0.99251 -0.86507 -0.02 0.05 -0.29
N -0.40218 1.23897 0.54473 -0.17 0.12 0.22
H -2.23127 -0.81573 0.29113 0.15 -0.04 0.03
H -1.12271 -2.03147 -0.37450 0.02 0.13 0.11
H -1.03080 -1.62014 1.33857 0.00 0.05 -0.11
H 1.81321 1.38388 -0.07021 0.04 -0.09 0.06
H 3.07899 0.25603 0.15138 -0.07 -0.03 -0.14
H 0.01601 1.47357 -1.56372 -0.06 -0.11 0.13
H -1.70094 0.95491 -1.19887 0.18 -0.05 0.04
H -1.25529 1.29808 1.09326 0.03 0.00 -0.12
```
Forces are in eV/Å.

HOMO-LUMO gap	10.598	eV
energy	-9305.145	eV
HOMO energy	-9.64	eV
SMILES	C[C@@]1(C(N)=O)CN1

natural (NBO) population analysis, charges in e, atoms 1 to 4: atom 1 (C): -0.61, atom 2 (C): -0.02, atom 3 (C): 0.68, atom 4 (N): -0.83

No. 2
ORCA calculation (wB97M-V/def2-TZVPD) on C4H8N2O in the gas phase.

XYZ file:
```
15
Properties=species:S:1:pos:R:3:forces:R:3
C -0.08479 0.97314 -1.85851 0.03 0.14 -0.10
N -0.06316 -0.17312 -0.97632 -0.03 0.08 0.42
C 0.05059 -0.01706 0.27976 -0.05 0.03 -0.25
C 0.23900 1.26226 1.05092 -0.03 0.06 -0.01
C -0.08363 -1.28397 1.12143 -0.02 -0.11 0.09
N -0.02241 -2.42724 0.39975 -0.07 -0.02 0.09
O -0.24698 -1.23049 2.32926 0.09 -0.04 -0.34
H -1.13527 1.21827 -2.05643 0.14 0.03 -0.03
H 0.41358 1.86779 -1.46653 -0.04 -0.13 -0.03
H 0.36975 0.70103 -2.81511 -0.06 0.04 0.15
H -0.38818 2.06848 0.66044 0.07 -0.13 0.05
H -0.00417 1.08324 2.09947 0.04 0.03 -0.16
H 1.28401 1.59177 0.99314 -0.15 -0.07 -0.02
H -0.03778 -2.34444 -0.60661 -0.02 0.01 0.15
H -0.29055 -3.28966 0.84533 0.08 0.10 -0.02
```
Forces are in eV/Å.

HOMO-LUMO gap	10.400	eV
energy	-9305.629	eV
HOMO energy	-9.55	eV
SMILES	C/N=C(\C)C(N)=O

natural (NBO) population analysis, charges in e, atoms 1 to 4: atom 1 (C): -0.45, atom 2 (N): -0.41, atom 3 (C): 0.22, atom 4 (C): -0.71

No. 3
ORCA calculation (wB97M-V/def2-TZVPD) on C4H8N2O in the gas phase.

XYZ file:
```
15
Properties=species:S:1:pos:R:3:forces:R:3
H 2.27874 1.43981 1.00131 0.00 -0.04 -0.27
N 1.28653 1.23092 1.09537 -0.08 0.68 0.18
C 0.91837 0.16792 0.52153 -0.51 -1.37 1.55
N 1.72418 -0.69331 -0.18767 0.08 -0.16 -0.45
C -0.51366 -0.37483 0.82615 1.01 0.58 -0.79
C -1.35224 -0.44109 -0.44511 -0.52 0.45 -0.55
C -1.32716 0.92174 -1.14771 2.15 -0.91 1.33
O -2.25791 1.61526 -1.37620 -0.97 0.58 -0.53
H 1.44636 -1.65642 -0.30538 -0.02 0.22 0.05
H 2.72103 -0.53763 -0.16282 -0.16 0.03 -0.03
H -0.42994 -1.37473 1.26265 0.06 0.15 0.04
H -0.95801 0.30457 1.54878 0.04 -0.03 0.03
H -0.90786 -1.15687 -1.14594 -0.19 -0.09 0.05
H -2.38825 -0.69948 -0.22157 0.07 -0.17 -0.12
H -0.24020 1.25415 -1.26338 -0.96 0.10 -0.48
```
Forces are in eV/Å.

HOMO-LUMO gap	10.187	eV
energy	-9304.902	eV
HOMO energy	-9.50	eV
SMILES	[H]/N=C(\N)CCC=O

natural (NBO) population analysis, charges in e, atoms 1 to 4: atom 1 (H): 0.33, atom 2 (N): -0.71, atom 3 (C): 0.45, atom 4 (N): -0.84

No. 4
ORCA calculation (wB97M-V/def2-TZVPD) on C4H8N2O in the gas phase.

XYZ file:
```
15
Properties=species:S:1:pos:R:3:forces:R:3
C 0.62247 0.90110 -2.08511 -1.59 0.12 0.94
N 0.82841 0.00603 -1.22778 -0.37 -1.57 1.17
C -0.12405 -0.42310 0.02976 3.59 2.17 -5.81
C -1.32616 -1.21217 -0.33414 0.10 0.19 0.61
C 0.52383 0.04804 1.05549 -5.15 -1.97 3.75
N 1.40920 1.01601 1.30320 0.51 0.11 0.02
O -0.49489 -0.36528 2.24296 2.21 1.25 -0.40
H -0.30895 1.49777 -2.07990 0.18 0.04 -0.20
H 1.34768 1.13493 -2.86195 0.15 -0.19 0.06
H -1.34512 -1.34131 -1.41422 0.01 -0.17 0.09
H -2.23552 -0.69541 -0.02346 -0.02 -0.01 0.05
H -1.29718 -2.17833 0.17239 -0.16 -0.11 -0.22
H 1.86595 1.02993 2.20133 -0.12 0.08 -0.17
H 1.23959 1.88850 0.82479 0.21 -0.05 0.31
H -0.70527 -1.30671 2.19663 0.45 0.14 -0.21
```
Forces are in eV/Å.

HOMO-LUMO gap	8.848	eV
energy	-9301.997	eV
HOMO energy	-8.05	eV
SMILES	C=N/C(C)=C(\N)O

natural (NBO) population analysis, charges in e, atoms 1 to 4: atom 1 (C): -0.08, atom 2 (N): -0.42, atom 3 (C): 0.08, atom 4 (C): -0.66

Largest force on an atom for the records above, in order: 0.4, 0.4, 2.7, 7.2 eV/Å